[1]
ORCA calculation (ωB97M-V/def2-TZVPD) on a gas-phase ion, C2H4N2O2S (charge -2) in a non-equilibrium geometry.

relative energy (zero: lowest compared OMol25 entry of this formula, charge and spin): 29.2 kcal/mol
HOMO-LUMO gap: 5.93 eV
DFT total energy: -736.580651 Eh
E_LUMO: 6.052 eV
total charge: -2
structure (SMILES): O=NN([O-])CC[S-]

Last column: natural (NBO) charge in e.
Element x y z (Å)
1 O 0.723 -2.476 2.185  -0.78
2 N 0.879 -1.235 1.247  -0.02
3 N 0.132 -1.101 0.270  0.22
4 O -0.790 -1.861 -0.189  -0.65
5 C 0.365 0.099 -0.553  -0.28
6 C -0.551 1.215 -0.238  -0.51
7 S -0.055 2.761 -1.187  -0.79
8 H -0.088 -0.150 -1.539  0.22
9 H 1.443 0.204 -0.444  0.22
10 H -1.655 1.027 -0.433  0.20
11 H -0.403 1.517 0.879  0.18

[2]
ORCA calculation (ωB97M-V/def2-TZVPD) on 3 unconnected molecules or ions with the total composition C4H11NO2 in a non-equilibrium geometry.

relative energy (zero: lowest compared OMol25 entry of this formula, charge and spin): 84.7 kcal/mol
HOMO-LUMO gap: 8.63 eV
DFT total energy: -364.133162 Eh
E_LUMO: 0.287 eV
total charge: 0
structure (SMILES): C=CC(=C)N.O.O

Last column: natural (NBO) charge in e.
Element x y z (Å)
1 C -1.033 -1.992 -1.046  -0.38
2 C -0.663 -0.664 -1.023  -0.22
3 C -0.942 0.368 0.080  0.10
4 C -1.953 0.303 1.001  -0.44
5 N -0.313 1.650 0.077  -0.83
6 H -1.408 -2.370 -1.994  0.21
7 H -1.564 -2.513 -0.220  0.19
8 H 0.065 -0.327 -1.808  0.23
9 H -2.540 -0.659 1.221  0.19
10 H -2.322 1.102 1.539  0.19
11 H -0.756 2.454 0.663  0.39
12 H -0.324 1.931 -0.878  0.37
13 O 1.784 1.507 1.755  -0.93
14 H 2.513 0.971 1.484  0.45
15 H 1.094 0.970 1.369  0.47
16 O 2.646 -0.702 -1.045  -0.94
17 H 2.242 -0.818 -0.191  0.46
18 H 3.475 -1.210 -0.985  0.47

[3]
ORCA calculation (ωB97M-V/def2-TZVPD) on a molecular structure, C31H42F8GeNiO3Si in a non-equilibrium geometry.

<S²>: 0.75
2S+1: 2
HOMO-LUMO gap (spin up / spin down): 7.84 / 7.65 eV
DFT total energy: -6105.809026 Eh
E_LUMO (spin up / spin down): 2.593 / 2.405 eV
total charge: -1

Last column: Löwdin charge in e.
Element x y z (Å)
1 Ni 0.131 0.142 -0.232  0.35
2 C 0.562 -2.898 3.021  -0.07
3 C 0.055 -2.665 1.594  -0.70
4 C 1.004 -3.341 0.596  -0.02
5 C -1.348 -3.280 1.460  -0.03
6 O 0.018 -1.305 1.315  -0.36
7 Ge -0.002 0.272 2.484  1.06
8 O 1.303 1.003 1.269  -0.36
9 C 2.590 1.462 1.554  -0.71
10 C 2.660 1.948 3.007  -0.08
11 C 3.634 0.357 1.338  -0.03
12 C 2.916 2.637 0.625  -0.03
13 O -1.330 0.917 1.251  -0.33
14 C -2.570 1.450 1.594  -0.70
15 C -3.633 0.916 0.622  -0.03
16 C -2.567 2.987 1.520  -0.03
17 C -2.970 1.053 3.025  -0.09
18 H 0.607 -3.962 3.239  0.08
19 H 1.551 -2.459 3.131  0.08
20 H -0.110 -2.411 3.727  0.06
21 H 1.173 -4.382 0.867  0.08
22 H 0.578 -3.283 -0.404  0.06
23 H 1.955 -2.812 0.586  0.08
24 H -1.314 -4.357 1.619  0.08
25 H -2.031 -2.835 2.184  0.08
26 H -1.713 -3.074 0.450  0.03
27 H 2.510 1.112 3.691  0.05
28 H 3.630 2.395 3.203  0.08
29 H 1.876 2.685 3.174  0.08
30 H 3.490 -0.456 2.047  0.08
31 H 3.508 -0.029 0.329  0.05
32 H 4.640 0.756 1.461  0.08
33 H 2.246 3.465 0.834  0.07
34 H 3.943 2.965 0.764  0.08
35 H 2.771 2.319 -0.404  0.08
36 H -3.271 1.028 -0.399  0.08
37 H -3.830 -0.137 0.816  0.07
38 H -4.562 1.470 0.741  0.08
39 H -2.569 3.308 0.482  0.07
40 H -3.449 3.386 2.019  0.08
41 H -1.676 3.383 2.004  0.09
42 H -2.883 -0.026 3.142  0.07
43 H -2.308 1.536 3.743  0.06
44 H -3.996 1.355 3.229  0.08
45 F 8.015 0.591 -5.327  0.12
46 C 7.371 -0.600 -5.284  -0.58
47 F 7.090 -0.882 -6.578  0.12
48 F 8.308 -1.494 -4.918  0.12
49 C 6.158 -0.588 -4.415  -0.14
50 C 5.130 0.302 -4.726  -0.02
51 C 4.001 0.346 -3.941  -0.01
52 C 3.862 -0.505 -2.833  -0.24
53 C 4.901 -1.401 -2.542  -0.02
54 C 6.033 -1.448 -3.327  -0.02
55 C 2.698 -0.454 -2.036  -0.12
56 C 1.687 -0.450 -1.348  0.04
57 H 5.227 0.946 -5.588  0.12
58 H 3.208 1.040 -4.169  0.12
59 H 4.803 -2.057 -1.689  0.11
60 H 6.820 -2.154 -3.105  0.11
61 F -0.054 3.527 -0.046  0.06
62 C -0.548 3.038 -1.200  -0.23
63 C -0.380 1.690 -1.521  0.03
64 C -0.848 1.366 -2.794  -0.22
65 F -0.652 0.120 -3.286  0.04
66 C -1.504 2.244 -3.647  -0.15
67 F -1.934 1.838 -4.863  0.08
68 C -1.707 3.555 -3.246  -0.14
69 F -2.372 4.426 -4.033  0.09
70 C -1.201 3.955 -2.018  -0.15
71 F -1.367 5.234 -1.614  0.08
72 C -2.409 -4.559 -2.102  -0.19
73 Si -1.897 -2.788 -2.670  0.49
74 C -3.296 -2.176 -3.838  -0.18
75 C -0.266 -2.983 -3.629  -0.17
76 C -1.822 -1.638 -1.226  -0.05
77 H -2.598 -5.206 -2.954  0.01
78 H -3.309 -4.544 -1.494  0.02
79 H -1.619 -5.018 -1.514  0.01
80 H -3.607 -2.954 -4.527  0.01
81 H -2.960 -1.325 -4.420  0.01
82 H -4.173 -1.868 -3.278  0.02
83 H -0.374 -3.666 -4.467  0.02
84 H 0.525 -3.362 -2.992  0.02
85 H 0.071 -2.030 -4.015  0.01
86 H -0.921 -1.025 -0.994  -0.05
87 H -2.708 -1.368 -0.674  0.00

[4]
ORCA calculation (ωB97M-V/def2-TZVPD) on 11 unconnected molecules or ions with the total composition C22H33N11 in a non-equilibrium geometry.

relative energy (zero: lowest compared OMol25 entry of this formula, charge and spin): 17.9 kcal/mol
HOMO-LUMO gap: 11.32 eV
DFT total energy: -1460.307941 Eh
E_LUMO: -0.184 eV
total charge: 0
structure (SMILES): CC#N.CC#N.CC#N.CC#N.CC#N.CC#N.CC#N.CC#N.CC#N.CC#N.CC#N

Last column: natural (NBO) charge in e.
Element x y z (Å)
1 C 1.124 0.340 -0.032  -0.71
2 C 0.651 -0.937 -0.597  0.33
3 N 0.263 -1.931 -1.023  -0.41
4 H 0.724 0.627 0.934  0.28
5 H 0.870 1.081 -0.788  0.27
6 H 2.208 0.280 0.056  0.24
7 C -0.939 -0.135 -3.599  -0.72
8 C -2.200 -0.813 -3.331  0.31
9 N -3.189 -1.364 -3.152  -0.36
10 H -0.734 0.616 -2.847  0.24
11 H -0.893 0.150 -4.650  0.27
12 H -0.201 -0.943 -3.574  0.26
13 C -0.058 -1.554 2.902  -0.74
14 C 0.291 -0.282 3.520  0.30
15 N 0.569 0.734 3.981  -0.35
16 H 0.857 -2.098 2.652  0.25
17 H -0.501 -1.344 1.926  0.28
18 H -0.686 -2.180 3.527  0.26
19 C -1.490 2.926 -1.080  -0.73
20 C -2.573 3.135 -2.040  0.29
21 N -3.406 3.302 -2.814  -0.34
22 H -0.565 3.282 -1.530  0.25
23 H -1.427 1.850 -0.924  0.25
24 H -1.758 3.430 -0.155  0.27
25 C 0.631 -5.437 -1.440  -0.72
26 C 0.050 -5.663 -2.778  0.28
27 N -0.421 -5.859 -3.801  -0.33
28 H 1.714 -5.452 -1.466  0.25
29 H 0.178 -6.268 -0.895  0.25
30 H 0.216 -4.489 -1.102  0.27
31 C -4.523 -0.003 -0.411  -0.75
32 C -3.181 -0.010 0.158  0.38
33 N -2.096 0.043 0.525  -0.47
34 H -5.010 -0.931 -0.106  0.27
35 H -4.451 -0.026 -1.497  0.29
36 H -5.083 0.870 -0.083  0.27
37 C 4.188 -1.904 -0.881  -0.71
38 C 5.285 -1.072 -0.370  0.28
39 N 6.139 -0.399 0.002  -0.33
40 H 4.346 -2.963 -0.697  0.26
41 H 4.096 -1.694 -1.943  0.26
42 H 3.307 -1.614 -0.312  0.24
43 C -2.607 -3.925 -0.900  -0.73
44 C -4.061 -3.913 -1.059  0.30
45 N -5.204 -3.939 -1.152  -0.34
46 H -2.379 -4.080 0.158  0.24
47 H -2.061 -3.004 -1.096  0.28
48 H -2.233 -4.747 -1.506  0.25
49 C 2.584 5.667 1.507  -0.72
50 C 1.908 4.425 1.115  0.33
51 N 1.381 3.479 0.756  -0.40
52 H 3.466 5.391 2.078  0.26
53 H 1.859 6.282 2.033  0.26
54 H 2.838 6.121 0.547  0.27
55 C -2.288 1.936 3.254  -0.74
56 C -3.219 2.675 2.410  0.30
57 N -3.881 3.293 1.710  -0.36
58 H -2.699 1.135 3.869  0.25
59 H -1.825 2.629 3.956  0.26
60 H -1.510 1.444 2.679  0.27
61 C 4.494 2.017 1.938  -0.72
62 C 4.904 2.874 0.841  0.30
63 N 5.171 3.584 -0.022  -0.34
64 H 4.111 1.105 1.480  0.25
65 H 3.683 2.517 2.470  0.25
66 H 5.247 1.731 2.666  0.26

[5]
ORCA calculation (ωB97M-V/def2-TZVPD) on a molecular structure, C4H5MgO3Rb in a non-equilibrium geometry.

HOMO-LUMO gap: 2.95 eV
DFT total energy: -605.059772 Eh
E_LUMO: -1.469 eV
total charge: 0

Last column: natural (NBO) charge in e.
Element x y z (Å)
1 Rb -2.001 -2.746 -1.360  0.95
2 O -1.204 -0.055 0.249  -0.57
3 C -2.144 0.918 0.727  -0.26
4 H -1.895 1.133 1.772  0.20
5 H -2.088 1.848 0.150  0.20
6 H -3.127 0.450 0.631  0.17
7 C 2.353 -1.219 -0.220  -0.61
8 C 1.467 -0.424 -0.846  0.09
9 O 0.245 -0.805 -1.292  -0.79
10 C 0.065 0.313 0.048  0.87
11 O 0.481 1.352 0.530  -0.69
12 Mg 2.489 2.280 -0.547  0.05
13 H 3.062 -0.738 0.454  0.21
14 H 2.298 -2.309 -0.297  0.17

[6]
ORCA calculation (ωB97M-V/def2-TZVPD) on a molecular structure, C18H13N7O2SeSn.

relative energy (zero: lowest compared OMol25 entry of this formula, charge and spin): 12.2 kcal/mol
HOMO-LUMO gap (spin up / spin down): 6.38 / 5.04 eV
DFT total energy: -3842.507346 Eh
E_LUMO (spin up / spin down): -8.464 / -9.805 eV
total charge: +2

Last column: natural (NBO) charge in e.
Element x y z (Å)
1 Sn 0.759 -1.200 -0.535  1.58
2 Se -1.208 6.263 1.109  1.10
3 N -1.991 4.705 1.386  -0.60
4 C -1.192 3.783 0.915  0.16
5 C -1.477 2.356 0.985  -0.07
6 C -2.635 1.834 1.565  -0.05
7 C -2.814 0.466 1.611  -0.23
8 C -1.834 -0.355 1.075  0.09
9 N -0.726 0.138 0.510  -0.59
10 C -0.541 1.472 0.459  0.17
11 C 0.687 1.952 -0.161  0.24
12 N 1.509 1.017 -0.663  -0.59
13 C 2.668 1.379 -1.213  0.08
14 C 3.059 2.711 -1.287  -0.22
15 C 2.214 3.681 -0.790  -0.06
16 C 0.996 3.304 -0.215  -0.07
17 C 0.036 4.253 0.334  0.08
18 N 0.216 5.548 0.344  -0.58
19 H -3.373 2.516 1.968  0.27
20 H -3.699 0.028 2.049  0.26
21 H -1.934 -1.432 1.094  0.23
22 H 3.295 0.587 -1.605  0.23
23 H 4.008 2.966 -1.736  0.27
24 H 2.472 4.732 -0.833  0.27
25 C -1.270 -4.232 -2.262  -0.59
26 C -1.842 -2.800 -2.091  0.07
27 C -2.139 -2.083 -3.387  -0.65
28 O -1.117 -2.067 -1.192  -0.54
29 H -1.985 -4.829 -2.823  0.26
30 H -1.081 -4.702 -1.299  0.23
31 H -0.335 -4.162 -2.821  0.23
32 H -2.801 -2.983 -1.542  0.28
33 H -1.228 -1.980 -3.983  0.23
34 H -2.535 -1.087 -3.195  0.23
35 H -2.862 -2.648 -3.973  0.25
36 O 1.492 -1.335 1.940  -0.31
37 N 1.964 -1.831 2.939  0.25
38 C 2.879 -2.663 3.253  -0.01
39 C 3.707 -3.274 2.247  0.19
40 N 4.374 -3.755 1.445  -0.15
41 C 3.074 -2.996 4.636  0.19
42 N 3.210 -3.276 5.741  -0.12